ORCA calculation (ωB97M-V/def2-TZVPD) on a cluster of 2 separate species, CH5N2OP in total in a non-equilibrium geometry.

Calculated values
2S+1 ... 1
E_HOMO ... -9.526 eV
Lowest unoccupied orbital energy ... 0.555 eV
SMILES ... NP=O.C=N
Charge ... 0

Each line ends with the Mulliken charge.
Element x y z (Å)
C1 1.7132 0.6327 -1.3222  -0.27
N1 -1.1946 -0.1197 1.0209  -0.23
N2 1.2012 -0.3503 -0.7024  -0.39
O1 -2.8451 -0.8327 2.6158  -0.48
P1 -2.7177 0.0040 1.4381  0.18
H1 2.2425 0.4243 -2.3126  0.21
H2 1.2300 1.5683 -1.3248  0.24
H3 -0.4453 -0.4736 1.4931  0.24
H4 -0.8382 0.3563 0.1201  0.27
H5 1.6540 -1.2094 -1.0259  0.23

ORCA calculation (ωB97M-V/def2-TZVPD) on a cluster of 2 separate species, CH5N2PS in total in a non-equilibrium geometry.

Calculated values
2S+1 ... 3
E_HOMO (spin up / spin down) ... -5.349 / -9.179 eV
Lowest unoccupied orbital energy (spin up / spin down) ... 0.643 / -2.691 eV
Charge ... 0

Each line ends with the Mulliken charge.
Element x y z (Å)
C1 0.9027 0.6220 -2.1237  0.39
N1 1.4695 1.6765 -2.3256  -0.58
N2 -0.6857 0.2938 -0.1734  -0.55
P1 0.3595 -0.5542 0.6130  0.21
S1 0.6225 -0.9190 -2.3822  -0.28
H1 0.2910 -0.4464 2.0452  0.07
H2 1.4210 2.4768 -1.8072  0.23
H3 -1.4038 -0.0629 -0.7881  0.30
H4 1.5818 0.0026 0.6159  0.09
H5 0.6146 -1.8976 0.4901  0.11

ORCA calculation (ωB97M-V/def2-TZVPD) on a cluster of 2 separate species, CH5N2S in total.

Calculated values
2S+1 ... 1
E_HOMO ... -2.780 eV
Lowest unoccupied orbital energy ... 4.539 eV
Charge ... -1

Each line ends with the Mulliken charge.
Element x y z (Å)
S1 0.9966 1.7446 -1.8594  -0.86
H1 1.2498 2.9589 -1.3449  -0.06
N1 0.5226 -0.4200 1.0471  -0.46
C1 -0.4069 -0.7695 0.1184  0.16
N2 -1.5488 -1.2184 0.4548  -0.76
H2 0.2113 -0.4749 2.0127  0.25
H3 1.1478 0.3381 0.8228  0.24
H4 -0.0522 -0.7068 -0.8997  0.28
H5 -2.1201 -1.4521 -0.3518  0.22

ORCA calculation (ωB97M-V/def2-TZVPD) on a cluster of 2 separate species, CH5N2S in total in a non-equilibrium geometry.

Calculated values
2S+1 ... 1
E_HOMO ... -15.033 eV
Lowest unoccupied orbital energy ... -5.612 eV
Charge ... +1

Each line ends with the Mulliken charge.
Element x y z (Å)
C1 0.7037 -0.2492 0.6632  0.37
N1 1.0324 -0.9326 -0.4695  -0.36
N2 -1.1074 0.6367 -0.2231  -0.68
S1 1.9939 0.4947 0.0870  0.12
H1 0.0252 -0.2790 1.4053  0.40
H2 1.4546 -1.8300 -0.3351  0.29
H3 -1.6256 0.5196 0.6049  0.30
H4 -1.1500 0.1213 -1.1092  0.30
H5 -1.3269 1.5184 -0.6234  0.26

ORCA calculation (ωB97M-V/def2-TZVPD) on the ion CH5N2S with charge +1 in a non-equilibrium geometry.

Calculated values
2S+1 ... 1
E_HOMO ... -13.910 eV
Lowest unoccupied orbital energy ... -3.917 eV
SMILES ... [NH3+][C@H]1NS1
Charge ... +1

Each line ends with the Mulliken charge.
Element x y z (Å)
C1 0.2414 -0.0741 0.4670  -0.05
N1 0.8886 -1.0547 -0.2741  -0.48
N2 -0.8966 0.5557 -0.2864  -0.36
S1 1.8335 0.3366 -0.0573  0.04
H1 0.1526 -0.2139 1.5827  0.40
H2 1.1443 -1.7728 0.4363  0.32
H3 -1.1862 -0.1457 -1.0246  0.40
H4 -0.5832 1.2702 -0.9909  0.42
H5 -1.5944 1.0986 0.1473  0.32

ORCA calculation (ωB97M-V/def2-TZVPD) on a cluster of 2 separate species, CH5N2S in total in a non-equilibrium geometry.

Calculated values
2S+1 ... 1
E_HOMO (spin up / spin down) ... -14.405 / -14.302 eV
Lowest unoccupied orbital energy (spin up / spin down) ... -9.288 / -9.315 eV
Charge ... +1

Each line ends with the Mulliken charge.
Element x y z (Å)
C1 -0.4907 -0.2916 0.7256  0.07
N1 -0.3702 0.2871 1.9264  -0.36
N2 -0.0548 0.0441 -0.4053  -0.34
S1 1.0913 -0.9431 -3.2741  0.35
H1 -0.9464 -1.2514 0.8759  0.29
H2 -0.9450 -0.0636 2.7011  0.25
H3 0.1840 1.1346 1.9543  0.23
H4 0.2940 0.9084 -0.7629  0.26
H5 1.2377 0.1755 -3.7410  0.25

ORCA calculation (ωB97M-V/def2-TZVPD) on a cluster of 2 separate species, CH5N2S in total in a non-equilibrium geometry.

Calculated values
2S+1 ... 1
E_HOMO (spin up / spin down) ... -14.346 / -14.236 eV
Lowest unoccupied orbital energy (spin up / spin down) ... -4.566 / -6.441 eV
Charge ... +1

Each line ends with the Mulliken charge.
Element x y z (Å)
C1 0.3662 -0.1216 -0.5006  0.30
N1 -0.4734 -0.0617 -1.4362  -0.22
N2 0.4599 0.7091 0.5155  -0.35
S1 1.6071 0.7096 1.7553  0.00
H1 0.9544 -0.9869 -0.6328  0.36
H2 -0.5061 -0.6305 -2.2590  0.25
H3 -1.1242 0.6975 -1.4837  0.24
H4 -0.1225 1.5273 0.5846  0.30
H5 1.0283 -0.5458 3.7805  0.12

ORCA calculation (ωB97M-V/def2-TZVPD) on the molecule CH5N3 in a non-equilibrium geometry.

Calculated values
2S+1 ... 1
E_HOMO ... -9.199 eV
Lowest unoccupied orbital energy ... 0.959 eV
SMILES ... Cn1[nH][nH]1
Charge ... 0

Each line ends with the Mulliken charge.
Element x y z (Å)
C1 0.2901 -0.3389 0.5932  -0.82
N1 0.6245 1.3895 -0.9856  -0.20
N2 -0.5584 1.8654 -0.3171  -0.33
N3 0.6690 1.0268 0.3165  -0.07
H1 1.2621 -0.7369 0.3523  0.33
H2 0.0898 -0.4639 1.6591  0.29
H3 -0.5473 -0.8376 0.1638  0.32
H4 0.5645 0.5725 -1.5784  0.24
H5 -1.3447 1.3458 -0.3584  0.23

ORCA calculation (ωB97M-V/def2-TZVPD) on the molecule CH5N3 in a non-equilibrium geometry.

Calculated values
2S+1 ... 3
E_HOMO (spin up / spin down) ... -6.106 / -8.733 eV
Lowest unoccupied orbital energy (spin up / spin down) ... 1.282 / -1.596 eV
Charge ... 0

Each line ends with the Mulliken charge.
Element x y z (Å)
C1 1.2983 -0.1901 0.0955  -0.64
N1 -2.1266 0.0982 -0.0007  -0.55
N2 -1.0321 -0.4768 -0.1782  -0.04
N3 0.0304 0.4159 -0.2553  -0.07
H1 1.0968 -1.2543 0.3001  0.32
H2 2.1217 -0.1399 -0.6639  0.21
H3 1.7458 0.5635 0.8605  0.21
H4 -2.9507 -0.4933 -0.1095  0.23
H5 -0.1837 1.4768 -0.0486  0.33

ORCA calculation (ωB97M-V/def2-TZVPD) on a structure of composition CH5N3O in a non-equilibrium geometry.

Calculated values
2S+1 ... 1
E_HOMO (spin up / spin down) ... -7.980 / -7.979 eV
Lowest unoccupied orbital energy (spin up / spin down) ... -0.027 / -0.029 eV
Charge ... 0

Each line ends with the Mulliken charge.
Element x y z (Å)
C1 0.3415 0.2001 -0.9738  -0.73
N1 1.0227 -0.8702 1.2589  0.22
N2 -1.3796 0.0168 0.5186  -0.47
N3 -0.2744 -0.6001 0.0502  -0.12
O1 2.0502 -0.6027 0.7523  -0.27
H1 0.6209 -0.4471 -1.7864  0.25
H2 -0.5542 0.8107 -1.2357  0.42
H3 1.1917 0.8068 -0.7247  0.24
H4 -1.7326 -0.3375 1.3758  0.25
H5 -1.2862 1.0232 0.7648  0.21

ORCA calculation (ωB97M-V/def2-TZVPD) on a cluster of 2 separate species, CH5N3O in total in a non-equilibrium geometry.

Calculated values
2S+1 ... 1
E_HOMO ... -8.897 eV
Lowest unoccupied orbital energy ... 0.607 eV
Charge ... 0

Each line ends with the Mulliken charge.
Element x y z (Å)
C1 0.3305 -0.4796 -0.3540  0.15
H1 -2.2585 -1.7407 0.0106  0.27
H2 -1.9318 -1.2086 1.5520  0.29
H3 0.8685 -1.5135 -0.2217  0.33
H4 1.8171 0.9385 -1.1183  0.27
H5 0.0045 1.5451 0.9998  0.37
N1 -1.3655 -1.6382 0.5615  -0.59
N2 -0.8938 -0.2635 0.0079  -0.48
N3 1.2483 0.5193 -0.3982  -0.10
O1 0.8243 1.8167 -0.0371  -0.51

ORCA calculation (ωB97M-V/def2-TZVPD) on the molecule CH5N3O in a non-equilibrium geometry.

Calculated values
2S+1 ... 1
E_HOMO (spin up / spin down) ... -8.430 / -8.430 eV
Lowest unoccupied orbital energy (spin up / spin down) ... 0.045 / 0.045 eV
SMILES ... NNCN=O
Charge ... 0

Each line ends with the Mulliken charge.
Element x y z (Å)
C1 0.2062 -0.0738 1.1555  -0.27
N1 -0.6475 0.2428 0.0036  -0.19
N2 0.0080 -1.4923 1.2365  -0.11
N3 -0.1314 0.1665 -1.2580  -0.57
O1 0.8498 -2.1771 0.6494  -0.32
H1 1.2370 0.2414 0.9344  0.41
H2 -0.1947 0.4415 2.0285  0.25
H3 -1.5603 -0.1983 0.0745  0.28
H4 0.8468 0.4330 -1.2558  0.27
H5 -0.1345 -0.8937 -1.8530  0.24

ORCA calculation (ωB97M-V/def2-TZVPD) on the molecule CH5N3O2S in a non-equilibrium geometry.

Calculated values
2S+1 ... 1
E_HOMO ... -8.783 eV
Lowest unoccupied orbital energy ... 0.583 eV
SMILES ... O/N=C(\NO)NS
Charge ... 0

Each line ends with the Mulliken charge.
Element x y z (Å)
C1 0.0580 0.2438 -0.1709  0.59
H1 -1.7716 -1.0375 1.2463  0.32
H2 -1.1388 0.9987 1.1980  0.31
H3 -0.8438 -1.1919 -1.3320  0.30
H4 2.0217 -2.0685 -1.0608  0.13
H5 1.6732 2.3599 1.1289  0.37
N1 -1.2627 0.5728 0.2895  -0.24
N2 0.0479 -0.9064 -0.9366  -0.30
N3 1.0873 0.9126 0.1101  -0.46
O1 -2.0645 -0.5585 0.4549  -0.42
O2 0.8259 1.9522 0.9982  -0.42
S1 1.3673 -1.2773 -1.9257  -0.18

ORCA calculation (ωB97M-V/def2-TZVPD) on the molecule CH5N3O2S in a non-equilibrium geometry.

Calculated values
2S+1 ... 1
E_HOMO ... -9.777 eV
Lowest unoccupied orbital energy ... 0.583 eV
SMILES ... [H]/N=C/NS(N)(=O)=O
Charge ... 0

Each line ends with the Mulliken charge.
Element x y z (Å)
C1 -1.0862 0.4343 0.5988  0.08
N1 0.6182 -0.8010 -1.2293  -0.58
N2 0.0537 -0.0987 1.2659  -0.38
N3 -1.5357 -0.0157 -0.5336  -0.55
O1 2.2677 -1.1070 0.6396  -0.58
O2 1.7391 1.2266 -0.2129  -0.57
S1 1.3548 -0.1199 0.0929  1.09
H1 -1.5393 1.3085 1.1291  0.28
H2 0.2292 -0.2220 -1.9361  0.33
H3 0.2210 0.4533 2.1679  0.34
H4 -2.3360 0.4627 -0.9342  0.21
H5 0.0135 -1.5211 -1.0480  0.33

ORCA calculation (ωB97M-V/def2-TZVPD) on the molecule CH5N3OS in a non-equilibrium geometry.

Calculated values
2S+1 ... 1
E_HOMO ... -9.405 eV
Lowest unoccupied orbital energy ... 0.516 eV
SMILES ... [H]/N=C(\NO)NS
Charge ... 0

Each line ends with the Mulliken charge.
Element x y z (Å)
C1 -0.2521 0.3824 -0.5133  0.39
H1 1.3965 1.1681 1.5578  0.14
H2 -0.7991 1.9931 0.6508  0.37
H3 0.0097 0.7659 -2.3683  0.22
H4 0.0167 -1.5498 -1.3627  0.31
H5 0.3763 -2.5549 0.8118  0.37
N1 -0.7729 0.8933 0.7479  -0.41
N2 -0.1277 1.3056 -1.4605  -0.63
N3 0.1722 -0.9565 -0.4546  -0.18
O1 -0.3995 -1.9389 0.3374  -0.42
S1 0.3798 0.4916 2.0538  -0.15

ORCA calculation (ωB97M-V/def2-TZVPD) on the molecule CH5N3OS in a non-equilibrium geometry.

Calculated values
2S+1 ... 1
E_HOMO ... -9.111 eV
Lowest unoccupied orbital energy ... 0.652 eV
SMILES ... NNC(=O)NS
Charge ... 0

Each line ends with the Mulliken charge.
Element x y z (Å)
C1 0.2002 0.1132 -0.0264  0.56
H1 -2.4414 0.5733 0.6451  0.27
H2 -1.9372 0.8452 -0.9036  0.28
H3 -1.0224 -1.4908 -0.3925  0.27
H4 1.3199 -1.5620 0.4207  0.29
H5 2.6169 1.1936 0.6586  0.15
N1 -2.1900 0.1434 -0.2099  -0.59
N2 -0.9964 -0.5817 0.0698  -0.14
N3 1.3534 -0.6765 -0.0809  -0.33
O1 0.2434 1.3261 -0.0232  -0.60
S1 2.8537 0.1162 -0.1576  -0.15

ORCA calculation (ωB97M-V/def2-TZVPD) on a cluster of 2 separate species, CH5N4O in total in a non-equilibrium geometry.

Calculated values
2S+1 ... 1
E_HOMO (spin up / spin down) ... -13.369 / -14.975 eV
Lowest unoccupied orbital energy (spin up / spin down) ... -6.161 / -3.782 eV
Charge ... +1

Each line ends with the Mulliken charge.
Element x y z (Å)
C1 -0.8418 0.0127 -0.1906  0.50
N1 2.1879 -0.3932 0.5346  -0.01
N2 2.6442 0.0047 -0.6103  -0.13
N3 -1.2974 1.1629 0.1941  -0.35
N4 -1.2841 -1.1434 -0.5346  -0.33
O1 1.6594 0.7270 -0.1617  -0.10
H1 2.8159 -0.0711 1.3081  0.28
H2 -0.6184 1.8430 0.5072  0.29
H3 -2.3686 1.2469 0.3859  0.27
H4 -0.6085 -1.9435 -0.7155  0.30
H5 -2.2885 -1.4460 -0.7172  0.27

ORCA calculation (ωB97M-V/def2-TZVPD) on the ion CH5N4O2 with charge -1 in a non-equilibrium geometry.

Calculated values
2S+1 ... 1
E_HOMO ... -4.178 eV
Lowest unoccupied orbital energy ... 4.471 eV
SMILES ... NNN(N)C(=O)[O-]
Charge ... -1

Each line ends with the Mulliken charge.
Element x y z (Å)
C1 1.9955 0.1319 0.3136  0.55
N1 -0.5908 0.8495 1.1013  -0.63
N2 0.2697 -0.8011 -1.2275  -0.71
N3 -0.1038 -0.5557 1.1316  -0.34
N4 0.8033 -0.8885 0.1170  -0.06
O1 1.8782 0.9566 -0.5780  -0.66
O2 2.8635 -0.1756 1.1054  -0.68
H1 0.2613 1.4092 1.3020  0.35
H2 -0.7861 1.0428 0.1120  0.30
H3 1.1364 -1.0567 -1.7067  0.33
H4 0.2749 0.2157 -1.4569  0.28
H5 -0.9292 -1.2894 1.0045  0.28

ORCA calculation (ωB97M-V/def2-TZVPD) on a cluster of 2 separate species, CH5N4O2 in total in a non-equilibrium geometry.

Calculated values
2S+1 ... 1
E_HOMO ... -14.687 eV
Lowest unoccupied orbital energy ... -5.456 eV
Charge ... +1

Each line ends with the Mulliken charge.
Element x y z (Å)
C1 1.2745 1.9779 2.2264  0.47
N1 1.7361 2.9856 2.6361  -0.29
N2 -0.0695 -1.0730 0.3696  -0.38
N3 -1.6476 0.6379 0.4296  -0.49
N4 -0.6696 0.0281 0.0835  0.99
O1 0.8923 0.9804 1.8280  -0.39
O2 0.2027 0.7827 -1.0770  -0.44
H1 0.1242 1.7172 -1.2215  0.37
H2 2.2032 3.5902 3.2169  0.26
H3 -0.4741 -1.8244 1.0324  0.32
H4 0.7138 -1.2733 -0.1338  0.27
H5 -2.3213 0.3808 1.1344  0.31

ORCA calculation (ωB97M-V/def2-TZVPD) on a cluster of 2 separate species, CH5N4O2 in total in a non-equilibrium geometry.

Calculated values
2S+1 ... 1
E_HOMO (spin up / spin down) ... -13.849 / -15.035 eV
Lowest unoccupied orbital energy (spin up / spin down) ... -5.931 / -6.362 eV
Charge ... +1

Each line ends with the Mulliken charge.
Element x y z (Å)
C1 -1.1499 0.3197 0.1917  0.58
N1 1.6100 0.6195 0.0641  0.04
N2 -1.0253 1.5952 0.0205  -0.30
N3 -0.0295 -0.4754 -0.3802  -0.08
N4 -0.1861 -1.6409 0.0194  -0.05
O1 -2.0691 -0.3087 0.5848  -0.52
O2 2.5124 -0.2443 0.0319  -0.20
H1 -0.4224 2.1127 -0.5730  0.26
H2 -1.8263 2.1973 0.2570  0.28
H3 0.4675 -2.3264 -0.2171  0.23
H4 -1.1559 -1.7621 0.5082  0.35
H5 3.2745 -0.0865 -0.5074  0.41

Energy above the lowest of the compared OMol25 structures with the same formula, charge and spin for every record listed, in sequence, given in kcal per mole: 17.8, 28.1, 5.4, 85.5, 45.8, 109.7, 83.8, 127.3, 17.9, 100.6, 136.5, 97.8, 82.1, 34.7, 69.1, 0.0, 137.5, 10.2, 82.5, 91.4.
Energy for every record listed, in sequence, given in eV: -15433.9207, -24216.2071, -14934.6484, -14922.7597, -14924.4811, -14921.7072, -14922.8307, -5583.4556, -5582.7134, -7631.2738, -7629.7163, -7631.3974, -20514.8463, -20516.8992, -18467.4381, -18470.4348, -9111.3355, -11172.2998, -11161.0646, -11160.6803.